(1)
A structure of composition C8H18BINO22S6, computed with wB97M-V/def2-TZVPD.

Geometry as XYZ:
```
57
Properties=species:S:1:pos:R:3:forces:R:3:nbo_charge:R:1
C -3.522 0.077 -2.362 -0.3788 -0.2146 0.1590 -0.1147
C -0.644 -1.959 2.313 -0.0617 0.4607 -0.0430 -0.1005
H -4.160 -6.118 0.566 -0.1525 0.1264 0.1370 0.2106
H -1.938 -4.788 -0.223 -0.0003 0.1859 -0.1434 0.2171
O -1.801 -2.936 5.288 0.0622 -0.3101 0.1271 -0.9021
N 0.862 1.444 2.771 -1.3291 0.7467 -1.4786 -1.1276
H -0.642 -1.977 1.227 -0.2222 -0.1861 0.1808 0.2405
S 4.340 4.608 -2.679 0.2249 -0.2591 -0.0869 2.5530
H 7.589 5.420 -3.261 -0.1507 0.1191 -0.0945 0.2067
O -5.172 -2.294 -1.147 -0.1350 0.0875 0.2615 -0.9249
C 6.806 4.975 -2.651 0.1864 -0.0739 0.3609 -0.0990
C 0.708 -2.285 2.902 0.1096 -0.1670 -0.3964 -0.1122
O -1.021 -2.102 -2.391 0.2547 0.1535 -0.1231 -0.9078
O -1.795 -0.338 -0.864 -0.3837 -0.4402 -0.7570 -0.6627
H 6.570 3.362 -4.082 0.0429 0.0163 0.0113 0.1905
H -2.625 -4.400 1.369 0.0402 -0.1151 0.0189 0.2232
O -1.667 1.589 2.085 0.9003 0.6589 -0.1634 -0.9378
H 2.687 3.826 -0.162 0.4368 -0.3245 -0.3488 0.5151
O 0.412 -2.738 4.242 -0.5499 -0.1041 0.1478 -0.6919
S 1.264 0.855 1.281 1.4016 -2.0055 0.1641 1.9802
H -4.098 -0.836 -2.243 -0.0158 0.0403 -0.0659 0.2215
H 1.194 -3.104 2.366 0.0153 0.0158 0.0082 0.1772
O -4.840 -2.104 1.313 -0.3436 0.0973 -0.3470 -0.8820
O 3.587 4.543 -3.880 -0.0098 0.1859 0.2138 -0.8868
H -1.005 -0.989 2.657 -0.0616 -0.0701 -0.0705 0.2220
H 0.413 1.769 -1.257 -0.8179 -0.2423 -0.2353 0.5248
S -0.999 -3.495 4.259 0.4236 0.7177 -0.6050 2.5499
C 6.549 3.524 -3.001 0.1217 0.0276 -0.4037 -0.1007
O -0.054 0.178 -2.490 0.3283 0.0546 -0.5449 -0.9323
O -3.102 -3.090 -0.114 -0.6394 0.2104 -0.4874 -0.6731
H -4.140 0.846 -2.818 0.2037 0.0394 -0.1984 0.2001
C -2.818 -4.420 0.298 0.2923 -0.5780 0.6694 -0.1139
I -0.345 4.460 1.969 0.1261 0.3746 -0.1521 -0.1852
H -4.113 -5.466 -1.090 -0.0430 0.0111 0.0124 0.1863
O 2.809 2.907 0.134 -1.0341 0.1328 0.7354 -0.8835
C -4.068 -5.214 -0.028 0.1141 0.0719 -0.4245 -0.0964
S -4.658 -2.791 0.084 0.4812 -0.4224 0.3470 2.5453
O -2.387 -0.212 -3.202 0.4754 0.2052 0.1611 -0.6951
O -1.524 -2.992 2.833 0.2851 -0.4011 0.4345 -0.7223
O 2.558 0.177 1.466 -0.6672 0.7124 0.2779 -0.9805
O -0.781 -4.901 4.173 -0.2209 -0.0968 0.1299 -0.9329
O -5.149 -4.310 0.274 0.2820 0.1854 0.0676 -0.6899
H -2.587 1.558 -1.094 0.0621 -0.0220 0.1285 0.2014
O 0.271 -0.049 0.683 0.5015 1.2988 0.3866 -0.9947
H 7.245 2.845 -2.517 -0.1736 -0.0744 0.1346 0.2159
C -2.929 0.522 -1.043 -0.0039 0.4534 -0.1558 -0.1025
O 5.221 3.277 -2.532 -0.0649 0.3469 0.2245 -0.6699
S -0.585 2.194 2.845 -0.6192 -2.1562 2.1614 2.0775
B 1.605 2.285 0.078 -0.2770 0.6216 -0.2688 0.8763
H 7.053 5.093 -1.594 0.0102 -0.0253 -0.0110 0.1954
O 3.735 4.878 -1.424 0.0067 0.2943 -0.3451 -0.9121
O 5.559 5.634 -2.903 -0.1309 -0.2582 -0.1736 -0.6868
O 0.596 2.606 -0.808 1.1027 -0.2647 0.2204 -0.9270
H -3.623 0.409 -0.215 0.1866 -0.1623 0.1238 0.2285
O -0.891 2.390 4.257 0.6218 0.2977 -1.2610 -0.9277
S -1.159 -0.691 -2.287 -0.7948 0.0728 1.1374 2.5637
H 1.367 -1.422 2.929 -0.0187 -0.0492 0.2424 0.2533
```
Positions in Å, forces in eV/Å.

The calculation puts the gap between HOMO and LUMO at 8.402 eV. As for the HOMO energy: -6.58 eV. As for the charge: -1. The value obtained for the calculated total energy is -4737.438061 Ha. Its LUMO energy is 1.819 eV.

(2)
A structure of composition C8H18Br4HgN, computed with wB97M-V/def2-TZVPD.

Geometry as XYZ:
```
32
Properties=species:S:1:pos:R:3:forces:R:3:nbo_charge:R:1
H -1.808 1.736 0.587 0.0929 0.0733 -0.0878 0.2391
C -2.669 0.179 -2.251 0.2136 -0.6328 0.4934 -0.4190
H -2.872 2.216 -1.553 0.1769 0.0436 0.3876 0.2241
H 1.494 -2.978 0.580 -0.0328 -0.3991 -0.2491 0.1977
Br 4.992 -1.624 2.935 -0.8757 0.7424 0.5634 -0.7154
H 0.267 2.274 -0.051 -0.0933 -0.1740 -0.0482 0.2566
Br 0.637 -1.527 4.652 0.9507 0.6896 -0.3507 -0.7361
N -0.694 0.445 -0.710 -0.0646 -0.6770 -1.3519 -0.2154
H -2.913 0.516 -3.258 0.1278 0.0846 0.1064 0.2338
Br 3.873 1.560 5.959 -0.0096 0.1535 -0.0232 0.0090
Br 2.245 1.835 2.158 0.0823 -0.3584 0.4637 -0.7466
H -2.305 0.124 0.742 -0.3131 -0.5002 -0.6893 0.2448
C -2.046 0.861 -0.018 1.8312 0.9673 0.0819 -0.2114
C -2.971 1.202 -1.165 -0.9267 -0.6713 -0.1244 -0.4384
H 1.110 1.564 -1.438 -0.1580 -0.7046 0.2230 0.2436
H -0.704 0.385 -2.924 0.6526 0.1054 0.4655 0.2222
H 2.091 -0.226 -0.500 -0.3384 0.2335 0.1252 0.2349
H 1.873 -1.829 1.693 0.7236 0.6311 -0.0163 0.2383
C 0.021 -0.705 0.064 -0.5364 2.0853 1.2641 -0.1868
Hg 2.914 -0.133 3.937 -0.3063 -1.2125 -0.9538 1.2045
H -4.011 1.024 -0.894 -0.0022 0.5101 0.2923 0.2471
H -0.471 2.225 -1.719 0.0837 0.4811 0.3150 0.2014
H 3.094 -2.357 0.399 -0.0159 0.6025 0.3017 0.2483
H -0.779 -1.445 0.044 0.6163 -0.5817 0.0479 0.2064
H 1.281 -1.583 -1.308 0.6393 -0.0907 -0.3372 0.1907
C -1.173 -0.131 -2.087 -0.0354 0.5668 -0.5468 -0.2225
C 1.427 -1.078 -0.353 -0.1602 -0.6215 -0.6172 -0.4350
H 0.089 -0.299 1.073 -0.1489 -0.0907 0.2756 0.2445
C 2.076 -2.058 0.646 -1.5262 -0.8745 -0.3108 -0.6049
H -0.917 -1.184 -2.206 -0.0089 0.0973 0.4857 0.2338
C 0.135 1.709 -0.974 -0.8047 -0.3105 -0.1419 -0.4067
H -3.289 -0.697 -2.059 0.1664 -0.1678 -0.0435 0.2174
```
Positions in Å, forces in eV/Å.

The calculation puts the gap between HOMO and LUMO (spin up / spin down) at 8.094 / 4.342 eV. Its expectation value of S² is 0.75. The spin multiplicity is 2. As for the HOMO energy (spin up / spin down): -8.37 / -8.36 eV. As for the charge: 0. The value obtained for the calculated total energy is -10819.839435 Ha. Its energy above the lowest of the compared OMol25 structures with the same formula, charge and spin is 0.0 kcal/mol. Its LUMO energy (spin up / spin down) is -0.274 / -4.020 eV.

charge of number 2 (C8H18Br4HgN)?
0